{
  "formula": "C16H21N3O4S2",
  "method": "ωB97M-V/def2-TZVPD",
  "homo_lumo_gap_ev": 9.8,
  "e_above_lowest_kcal_mol": 55.9,
  "charge": 0,
  "symbols": ["C", "H", "O", "C", "C", "H", "H", "C", "C", "C", "H", "C", "S", "C", "N", "H", "C", "H", "H", "H", "C", "H", "C", "C", "S", "H", "O", "C", "N", "C", "H", "O", "N", "H", "H", "C", "O", "H", "H", "H", "H", "H", "H", "C", "H", "H"],
  "coordinates": [[4.05, -1.08, -0.82], [-4.01, -3.44, 1.09], [4.81, 2.51, 0.02], [2.63, -1.27, -0.39], [0.97, -1.82, 1.24], [-2.78, 0.59, -1.06], [-3.17, -1.87, -1.39], [-3.71, -1.95, -0.45], [0.17, 1.80, 1.27], [0.46, 2.58, -1.00], [-3.83, -0.87, 1.41], [-3.37, 0.54, -0.14], [-2.06, 2.86, 0.05], [2.31, -1.72, 0.89], [4.25, 0.34, -1.07], [4.25, -1.62, -1.75], [2.31, 1.71, 0.22], [-0.56, -0.84, -1.43], [-4.77, -1.82, -0.66], [0.01, 3.02, -1.88], [-3.24, -0.84, 0.49], [4.73, -1.44, -0.04], [-3.46, -3.33, 0.15], [1.51, 1.48, 1.33], [4.05, 1.32, 0.29], [-3.79, -4.11, -0.53], [4.33, 0.58, 1.48], [1.80, 2.26, -0.94], [-0.02, -1.50, 0.42], [-0.34, 2.34, 0.10], [1.96, 1.05, 2.21], [-2.22, 3.96, 0.96], [-2.84, 1.56, 0.73], [-0.49, 1.64, 2.11], [-2.40, -3.46, 0.35], [1.58, -0.95, -1.25], [-2.43, 3.03, -1.32], [1.79, -0.61, -2.25], [3.08, -1.97, 1.59], [-3.45, 1.84, 1.49], [-2.19, -1.01, 0.75], [-4.42, 0.74, -0.41], [5.12, 0.56, -1.52], [0.28, -1.08, -0.80], [0.67, -2.16, 2.22], [2.47, 2.44, -1.77]],
  "mulliken_charge": [-1.302, 0.326, -0.753, 0.812, -0.742, 0.311, 0.278, -0.458, -0.562, -0.655, 0.455, -0.897, 1.319, -0.422, -0.311, 0.524, 0.179, 0.326, 0.411, 0.539, 0.037, 0.335, -1.245, -0.575, 1.379, 0.389, -0.645, -0.749, -0.115, 0.273, 0.560, -0.724, -0.157, 0.401, 0.239, -0.611, -0.669, 0.410, 0.398, 0.300, -0.071, 0.390, 0.316, -0.130, 0.439, 0.447]
}



{
  "formula": "C16H21N3O9PPdS2",
  "method": "ωB97M-V/def2-TZVPD",
  "s_squared": 2.0035,
  "homo_lumo_gap_ev": [8.4, 8.4],
  "e_above_lowest_kcal_mol": 0.7,
  "charge": -1,
  "multiplicity": 3,
  "symbols": ["S", "H", "O", "S", "H", "H", "C", "H", "H", "C", "C", "H", "H", "H", "H", "Pd", "O", "H", "C", "H", "N", "C", "C", "C", "N", "H", "H", "C", "C", "H", "H", "N", "O", "O", "C", "C", "H", "O", "C", "C", "H", "C", "C", "O", "O", "O", "H", "H", "H", "H", "C", "P", "O"],
  "coordinates": [[2.13, -1.47, -1.26], [-1.61, 0.90, -5.02], [-1.09, 1.77, -2.52], [1.76, -0.89, 2.21], [-2.25, -1.42, -4.94], [-0.54, -1.85, -4.93], [3.12, -1.76, 1.41], [-2.21, 3.85, 0.80], [-2.44, 1.16, -1.13], [-0.59, 1.60, 3.42], [3.34, -1.87, 0.02], [6.39, -3.34, 0.06], [3.90, -2.16, 3.34], [-4.87, 1.93, -1.17], [-1.99, 4.17, 2.54], [-0.36, -0.66, -0.19], [1.68, -0.09, -1.03], [0.86, 4.03, 2.35], [-2.10, 3.39, 1.78], [0.37, 1.13, 3.58], [-1.11, -0.50, -2.20], [4.52, -2.44, -0.43], [-0.94, 0.27, -4.44], [-1.03, 0.62, -2.96], [-3.23, 0.69, -0.68], [4.66, -2.52, -1.50], [5.99, -3.20, 2.51], [-5.19, 0.11, 0.10], [-4.18, -0.79, 0.50], [0.64, 3.89, 0.59], [0.08, 0.46, -4.77], [-3.00, -0.43, 0.01], [0.50, -1.47, 1.68], [2.82, -1.68, -2.51], [-1.39, -1.60, -2.98], [5.48, -2.91, 0.45], [-0.75, 2.39, 4.15], [1.94, 0.50, 1.84], [5.26, -2.83, 1.81], [0.75, 3.34, 1.52], [-6.24, 0.08, 0.33], [-4.52, 1.05, -0.66], [4.08, -2.25, 2.28], [-1.69, -2.70, -2.57], [1.01, -2.39, -1.01], [1.91, -1.15, 3.62], [-3.00, 2.81, 1.99], [-4.26, -1.68, 1.10], [1.63, 2.69, 1.46], [-1.38, 0.85, 3.52], [-1.29, -1.22, -4.46], [-0.68, 2.28, 1.75], [-0.88, 1.29, 0.66]],
  "mulliken_charge": [1.657, 0.312, -0.742, 1.601, 0.246, 0.272, -0.434, 0.338, 0.022, -1.165, -0.225, 0.373, 0.509, 0.475, 0.401, 0.880, -0.524, 0.405, -1.250, 0.228, 0.669, -0.521, -0.671, 0.262, 0.588, 0.522, 0.369, -0.807, -0.565, 0.344, 0.246, -0.212, -0.717, -0.766, -0.013, -0.553, 0.436, -0.581, -0.537, -1.151, 0.386, -0.265, -0.553, -0.663, -0.679, -0.773, 0.335, 0.468, 0.265, 0.305, -0.429, 0.953, -0.073]
}



{
  "formula": "C16H21N4O2Sn",
  "method": "ωB97M-V/def2-TZVPD",
  "homo_lumo_gap_ev": [2.8, 2.8],
  "charge": -1,
  "symbols": ["N", "C", "H", "H", "C", "C", "N", "H", "C", "H", "Sn", "C", "H", "H", "C", "H", "C", "C", "H", "C", "C", "C", "H", "H", "O", "H", "H", "H", "H", "C", "H", "N", "H", "O", "H", "H", "H", "H", "H", "C", "C", "C", "N", "C"],
  "coordinates": [[-1.62, -2.45, -3.09], [3.73, 1.37, -3.20], [0.27, 1.44, -4.56], [3.97, 2.13, -2.46], [-3.72, -1.26, 3.20], [-3.96, -0.59, 2.00], [-0.45, 0.68, -4.55], [-4.56, -1.63, 3.81], [-0.33, -0.92, -0.39], [3.78, 2.01, -4.10], [0.35, -1.56, -3.33], [2.03, -0.39, 1.27], [-1.58, -3.31, -3.61], [-0.33, -1.18, 3.27], [0.81, 1.23, 2.64], [2.66, 1.06, -2.99], [0.84, 0.28, 1.58], [-1.58, -0.30, 1.66], [-0.74, 0.46, -5.52], [3.18, 0.91, 2.96], [-0.44, 0.10, 0.76], [-2.41, -1.47, 3.64], [2.10, -1.18, 0.51], [4.16, -0.54, 1.69], [0.13, 1.98, -2.13], [-2.24, -1.99, 4.60], [-1.29, 1.15, -4.14], [-1.82, -2.70, -2.13], [-0.60, 2.22, 0.42], [3.21, -0.05, 1.96], [4.11, 1.19, 3.46], [-0.65, 1.30, 0.00], [4.55, 0.60, -3.10], [-0.54, -2.14, -0.34], [-2.34, -1.85, -3.51], [-0.10, 1.73, 2.98], [-4.99, -0.43, 1.69], [2.00, 2.28, 4.14], [-3.11, 0.45, 0.32], [1.99, 1.55, 3.32], [-0.17, 1.14, -1.29], [-2.89, -0.10, 1.24], [-0.08, -0.25, -1.54], [-1.34, -0.99, 2.87]],
  "mulliken_charge": [-0.663, -0.951, 0.259, 0.290, -0.329, -0.821, -1.583, 0.352, -0.341, 0.280, -0.456, -0.179, 0.463, 0.373, 0.021, 0.106, -0.590, -0.846, 0.827, -0.320, 3.714, -0.885, 0.339, 0.397, -0.568, 0.349, 0.361, 0.280, 0.311, -0.862, 0.367, 0.007, 0.244, -0.812, 0.518, 0.352, 0.362, 0.347, 0.360, -0.901, -0.346, -0.565, -0.106, -0.156]
}